1.
This record from OMol25 describes BaHO2S as an isolated structure in a non-equilibrium geometry. The level of theory is wB97M-V/def2-TZVPD.

## Properties
multiplicity	1
net charge	+1
E_LUMO	-5.99	eV
HOMO-LUMO gap	5.85	eV

The geometry in XYZ format:
```
5
BaHO2S (wB97M-V/def2-TZVPD)
Ba 0.66 1.21 1.66
S -0.43 -1.33 -1.18
O 0.28 -0.22 -0.50
O -0.85 -2.40 -0.29
H 0.34 2.74 0.31
```

From a Mulliken analysis of the wavefunction, the atomic charges in e read:
1 Ba 1.36
2 S 0.80
3 O -0.43
4 O -0.31
5 H -0.42

2.
This record from OMol25 describes one molecule with the formula C3H4O in a non-equilibrium geometry. The level of theory is wB97M-V/def2-TZVPD.

## Properties
SMILES string	C#CCO
multiplicity	1
net charge	0
E_LUMO	0.86	eV
HOMO-LUMO gap	11.11	eV
relative energy (zero: lowest compared OMol25 entry of this formula, charge and spin)	160.96	kJ/mol

The geometry in XYZ format:
```
8
C3H4O (wB97M-V/def2-TZVPD)
O -1.59 -0.59 -0.08
C 1.78 -0.24 0.00
C 0.63 0.09 -0.10
C -0.73 0.56 0.01
H -1.03 -1.45 0.25
H -0.97 1.20 -0.89
H -0.79 1.15 0.92
H 2.70 -0.73 -0.11
```

From a natural (NBO) analysis of the wavefunction, the atomic charges in e read:
1 O -0.71
2 C -0.23
3 C -0.04
4 C -0.14
5 H 0.48
6 H 0.21
7 H 0.20
8 H 0.23

What did the second record say?
This record from OMol25 describes one molecule with the formula C3H4O in a non-equilibrium geometry. The level of theory is wB97M-V/def2-TZVPD.

## Properties
SMILES string	C#CCO
multiplicity	1
net charge	0
E_LUMO	0.86	eV
HOMO-LUMO gap	11.11	eV
relative energy (zero: lowest compared OMol25 entry of this formula, charge and spin)	160.96	kJ/mol

The geometry in XYZ format:
```
8
C3H4O (wB97M-V/def2-TZVPD)
O -1.59 -0.59 -0.08
C 1.78 -0.24 0.00
C 0.63 0.09 -0.10
C -0.73 0.56 0.01
H -1.03 -1.45 0.25
H -0.97 1.20 -0.89
H -0.79 1.15 0.92
H 2.70 -0.73 -0.11
```

From a natural (NBO) analysis of the wavefunction, the atomic charges in e read:
1 O -0.71
2 C -0.23
3 C -0.04
4 C -0.14
5 H 0.48
6 H 0.21
7 H 0.20
8 H 0.23

Question: Number 2 is which compound?
Answer: C3H4O